# 1
Formula: C7H10
Source: the OMol25 dataset
Level of theory: ωB97M-V/def2-TZVPD

```
17
Properties=species:S:1:pos:R:3:lowdin_charge:R:1
H -0.691 2.261 0.833 0.0999
H -1.975 -1.905 -1.352 0.0992
C 1.024 -0.362 -0.830 -0.1216
H -0.019 0.391 2.437 0.1002
C 0.088 -1.329 -1.514 -0.0947
H -1.516 -0.863 1.085 0.1145
C -1.264 -0.343 0.150 -0.1320
C 0.132 0.286 0.240 -0.4273
H 1.034 2.342 0.238 0.1012
C 0.240 1.725 0.654 -0.0912
C 0.640 0.632 1.606 -0.0977
C -1.140 -1.305 -1.001 -0.0937
H 1.432 0.368 -1.544 0.1141
H 1.699 0.510 1.817 0.1017
H 1.885 -0.882 -0.387 0.1138
H 0.404 -1.967 -2.335 0.0991
H -2.050 0.406 -0.013 0.1146
```

* HOMO level: -9.0 eV
* calculated total energy: -7419.848 eV
* SMILES: C1=CCC2(C1)CC2
* ΔE to the lowest compared entry with this formula, charge and spin: 1.186 eV
* spin multiplicity: 1

***

# 2
Formula: C7H9BF2N5NiO2S2
Source: the OMol25 dataset
Level of theory: ωB97M-V/def2-TZVPD

```
29
Properties=species:S:1:pos:R:3:lowdin_charge:R:1
C -1.335 0.024 3.148 -0.1541
N 1.654 1.464 -2.569 0.1738
C -2.569 -0.255 3.712 -0.1350
H -3.864 -2.117 1.195 0.0890
H -2.815 0.127 4.696 0.0837
H 2.794 -1.105 -1.931 0.0938
C -0.992 -0.458 1.884 -0.6878
H 1.629 2.374 0.475 0.0599
F 1.578 -2.281 -3.218 0.0618
O 0.611 2.215 -4.325 0.0579
S -1.557 -1.862 -0.438 0.6870
N 0.869 2.424 -3.163 -0.4298
C 2.003 1.609 -1.312 -0.4454
C -3.485 -1.030 3.006 -0.1321
N 2.364 -0.762 -1.079 -0.0415
B 0.422 -2.211 -2.466 -0.6769
C -1.916 -1.235 1.166 -0.6649
S 0.570 -0.111 1.168 0.6271
Ni 0.442 -1.221 -0.803 -0.1314
N 2.779 0.578 -0.824 -0.0120
H 1.255 3.373 -0.858 0.0764
H 3.123 0.699 0.115 0.1128
F -0.533 -2.941 -3.059 0.1005
H -0.612 0.625 3.688 0.0846
H 2.670 -1.332 -0.294 0.0950
O 0.669 3.521 -2.627 -0.0040
N 1.855 2.656 -0.470 0.1742
H -4.453 -1.259 3.435 0.0853
C -3.156 -1.511 1.750 -0.1480
```

* charge: -1
* HOMO level: -4.0 eV
* calculated total energy: -87778.186 eV
* ΔE to the lowest compared entry with this formula, charge and spin: 0.491 eV
* spin multiplicity: 1

***

# 3
Formula: C23H49F8O17P4Tl
Source: the OMol25 dataset
Level of theory: ωB97M-V/def2-TZVPD

```
102
Properties=species:S:1:pos:R:3:lowdin_charge:R:1
H -3.980 -2.247 2.403 0.0815
H -1.365 5.913 1.032 0.0633
H -2.816 5.136 -2.094 0.0735
F 5.192 -3.921 -0.140 0.0882
C -0.899 1.508 3.954 -0.0679
H -4.341 1.588 1.991 0.0643
O 3.946 1.850 -1.276 -0.2678
H -1.730 4.780 -3.408 0.0788
P 4.753 0.654 -1.795 -0.0531
H -1.208 0.495 4.232 0.0755
P 1.508 3.607 2.792 0.4419
C -1.011 4.007 -1.540 -0.2532
O -1.751 2.791 -1.625 -0.1907
O 0.861 3.201 4.215 -0.1830
H -3.178 -3.486 -3.382 0.0644
C -1.958 -1.645 1.738 -0.2513
H 5.116 -2.429 -1.454 0.1516
O 0.361 4.483 2.106 -0.1590
H 3.838 3.547 4.519 0.1199
C -2.920 -4.488 -3.040 -0.0494
H 3.719 -2.577 -3.571 0.1435
H -3.879 3.066 2.769 0.0710
H -3.350 -0.788 3.085 0.0735
H -0.983 4.284 -0.477 0.0903
H -3.877 -4.984 -2.861 0.0789
C -2.272 -4.365 -1.656 -0.2595
O 3.592 -0.256 -2.238 -0.2791
H 2.270 -2.983 -2.646 0.1406
O 5.126 -0.071 -0.439 -0.1823
H -3.351 4.140 0.611 0.1062
H 0.172 -6.515 1.663 0.0782
O 0.464 -1.973 -0.368 -0.3142
F 5.091 -4.709 -2.826 0.1600
F 1.344 -6.418 -4.853 0.0971
O -1.222 -3.395 -1.606 -0.1726
C -1.759 5.051 -2.350 -0.0662
H 1.750 -4.360 0.227 0.0959
O 2.604 4.681 3.233 -0.1746
H -3.909 -0.788 1.394 0.0673
H 1.192 -5.353 2.507 0.0786
F 1.680 -2.990 -5.626 0.1472
C -3.543 3.071 0.671 -0.2507
C -3.908 -0.495 -2.695 -0.0650
C 4.478 -3.226 -1.072 -0.2903
H 4.062 5.689 5.387 0.0746
O -2.283 2.388 0.770 -0.1906
H -2.337 5.519 2.425 0.0660
C -0.180 5.592 2.802 -0.2778
H -0.360 5.421 3.867 0.1190
H 1.924 -6.546 1.387 0.0826
H 0.034 3.929 -1.848 0.1331
C 3.885 4.297 3.723 -0.2598
O 2.813 -4.289 -4.238 0.0410
H -3.096 -4.102 -0.991 0.1117
H -1.626 7.112 2.389 0.0802
H 0.847 -5.516 -0.562 0.1217
C -2.551 0.008 -2.271 -0.2457
H -2.371 -5.078 -3.767 0.0725
O -0.350 -4.256 0.580 -0.1675
H -1.877 -5.325 -1.325 0.1178
H -4.217 -1.290 -2.010 0.0762
C -4.377 2.672 1.877 -0.0500
O -1.970 -2.377 0.509 -0.1697
P -1.605 1.679 -0.480 0.4256
H 1.225 1.107 4.142 0.1156
P -0.664 -2.905 -0.207 0.3990
H -4.060 2.763 -0.239 0.1161
C 4.498 5.525 4.400 -0.0679
H -4.661 0.286 -2.762 0.0794
H -1.666 2.126 4.427 0.0808
C 0.861 -4.976 0.393 -0.2832
C -1.452 6.076 2.105 -0.0532
H 4.228 6.420 3.839 0.0777
O -2.691 0.606 -0.965 -0.1815
H -1.339 6.054 -2.266 0.0792
F 3.412 -2.669 -0.434 0.0104
Tl 2.386 0.072 0.377 1.0969
O -0.253 1.164 -0.211 -0.2949
H -1.533 -2.169 2.603 0.1261
H -3.853 -0.982 -3.671 0.0779
H 5.569 5.381 4.531 0.0785
C 1.069 -5.898 1.573 -0.0585
O 1.919 2.471 1.959 -0.3175
C 1.593 -4.091 -4.840 -0.5432
H -0.964 1.557 2.866 0.0592
H 4.511 3.908 2.922 0.1243
H 0.387 1.844 5.554 0.1194
H -1.773 -0.751 -2.324 0.1142
F 0.597 -3.910 -3.950 0.1468
C 3.129 -3.404 -3.165 -0.0418
H -5.406 3.019 1.919 0.0804
C 0.489 1.839 4.466 -0.2558
H 0.512 6.442 2.806 0.1173
F 3.307 -5.170 -1.635 0.0931
H 2.047 -5.426 -6.469 0.1745
C 1.305 -5.336 -5.671 -0.2775
H -2.239 0.815 -2.943 0.1148
C -3.386 -1.368 2.157 -0.0642
O 5.912 0.886 -2.711 -0.1587
F 0.067 -5.299 -6.224 0.0893
H -1.344 -0.764 1.533 0.1021
C 4.048 -4.157 -2.211 -0.4373
```

* HOMO level: -9.4 eV
* calculated total energy: -123049.211 eV
* ΔE to the lowest compared entry with this formula, charge and spin: 1.093 eV
* spin multiplicity: 1

***

Among the records above, which one has the highest HOMO level? C7H9BF2N5NiO2S2